1.
Here is a 6-piece molecular cluster, C54H114N6O6 overall at a distorted geometry from the OMol25 dataset. Energies are from ωB97M-V/def2-TZVPD.

Results
- HOMO: -7.846 eV
- Charge: 0
- LUMO: 0.411 eV
- Structure (SMILES): CC1(C)CCCC(C)(C)N1O.CC1(C)CCCC(C)(C)N1O.CC1(C)CCCC(C)(C)N1O.CC1(C)CCCC(C)(C)N1O.CC1(C)CCCC(C)(C)N1O.CC1(C)CCCC(C)(C)N1O

Atoms and positions in Å:
H1 4.92322 1.77690 3.49765
C1 3.14914 5.82387 4.25824
H2 -1.43991 -0.40394 8.39022
H3 -2.61978 -2.15976 3.26091
C2 3.68833 -2.47959 -1.42881
C3 -0.41685 -0.65336 2.22155
H4 3.53897 -1.33632 -3.34419
H5 0.58363 -1.00096 1.96404
H6 0.23058 -4.58209 8.36180
C4 -4.43681 5.45725 -5.41054
H7 -2.64711 2.90049 -4.57364
N1 -1.47339 -3.56155 -6.05195
C5 -2.38435 -4.49746 -5.47065
H8 2.34500 4.38857 2.02309
H9 0.85776 5.74329 4.25001
H10 2.28990 7.77110 4.89902
H11 -0.08567 -1.46848 -5.60941
H12 1.54069 -2.33500 9.43826
H13 0.34296 1.27346 2.19121
H14 -2.21319 7.15279 -1.01164
H15 -2.27051 -1.16684 -4.51643
C6 -1.60536 5.85488 -2.80227
C7 -0.55096 0.86320 0.29200
C8 -3.07476 0.62820 -0.11889
O1 -0.49722 -4.18109 -6.85202
H16 4.67271 5.19924 6.41115
C9 -3.93110 -2.44723 -4.87922
H17 5.52859 3.29523 3.67598
H18 -1.09351 -6.36396 -5.10732
C10 3.54473 3.27198 4.43831
H19 2.27748 -3.72292 0.82755
H20 0.67973 4.25286 2.47131
N2 3.73131 4.62774 4.92740
H21 4.82198 -5.86694 -3.56713
H22 -3.06964 -1.25142 -8.06085
H23 -1.19624 1.17126 -2.07122
H24 -2.48012 -2.09635 7.53041
C11 -0.68948 -3.99864 8.32783
H25 -2.01727 -2.28162 -8.78114
C12 2.33900 -4.28988 -0.10136
C13 1.67940 4.38168 2.88624
O2 2.18154 -5.51667 -2.60119
H26 -2.03382 -0.30643 -2.54000
H27 0.45933 -1.24286 10.02953
H28 1.36366 -5.21971 -3.00675
C14 -3.16504 5.04680 -4.67560
C15 -1.49603 -1.68185 1.61043
H29 5.65266 -3.54309 -3.22944
N3 -1.56560 -1.36797 0.09731
C16 4.49355 -5.29525 -4.43511
C17 -0.53285 0.78643 1.76242
N4 0.23295 -2.32930 6.77330
C18 -3.35920 -3.78531 -4.37010
H30 -1.33641 -5.44298 6.15505
H31 -3.25925 -0.58360 -5.67677
C19 -0.57471 5.14633 -5.15246
H32 -0.53182 -3.21470 2.74552
C20 2.54593 -3.51259 -1.53352
C21 -0.65463 -3.02546 9.47943
H33 5.03697 6.70497 3.51591
H34 -3.77881 -0.14929 -0.41540
H35 -4.26297 -4.38137 -4.24355
C22 2.05300 3.17136 3.85844
H36 -2.94859 -3.69828 6.64568
H37 -0.41604 -0.44356 -2.04809
C23 -0.53560 -0.15521 7.83483
H38 1.28746 -2.02600 -2.70361
C24 -0.55160 6.13940 -3.90783
H39 -1.99250 -2.49832 -1.27602
H40 3.88701 -5.91815 -5.09253
H41 -3.28426 1.48230 -0.76290
H42 -0.46573 -0.80935 3.29922
H43 2.02557 0.19292 8.17421
H44 1.82983 -3.03947 -4.67189
C25 -1.52323 -5.50412 -4.59340
H45 3.80894 7.31272 2.95763
H46 3.83079 7.22697 5.78893
H47 4.23296 5.66932 2.22321
N5 2.95891 -4.45545 -2.61010
H48 -0.23309 4.20985 -4.71155
C26 0.49587 -2.05513 9.30360
H49 -2.08856 -5.95807 -3.77949
H50 -1.47062 1.13125 2.19805
C27 -3.48013 3.52097 -4.24321
H51 -4.66565 -2.56294 -5.67617
H52 3.20616 1.32627 5.34445
H53 4.56560 -3.00844 -1.05621
H54 0.30758 -3.91263 -6.40277
H55 -1.58736 -2.46304 9.52178
H56 -0.15865 0.74655 8.31736
H57 1.82654 -0.25369 6.45824
C28 -1.88509 -2.17426 -6.45838
H58 3.38367 -1.69670 -0.73430
C29 -3.23829 -5.36144 -6.47743
H59 -2.68111 -5.86635 -7.26656
C30 4.59598 2.81070 3.38690
C31 -2.04570 5.11927 -5.75688
H60 0.34334 -4.92713 6.06604
H61 -1.82634 -3.82155 1.73706
H62 -0.63643 -3.55832 10.43013
C32 -2.80893 -1.53396 -5.39017
H63 -4.51976 4.89730 -6.34203
H64 0.19381 5.67066 -5.72040
H65 -3.63808 -2.02303 1.83819
C33 4.11542 6.27921 3.11894
H66 -4.48735 -2.03611 -4.03680
C34 4.78207 -3.03087 -3.63908
H67 -1.96980 4.46516 -1.32510
H68 -3.88327 -4.77774 -7.13423
H69 -2.36819 -2.22301 5.92660
C35 -1.32491 0.11652 -1.82820
C36 1.26071 -2.69682 -1.84489
C37 0.49291 -1.37764 7.85355
C38 -0.98781 -3.12552 1.75951
H70 0.95067 -2.27991 -0.88668
O3 -4.10507 5.88303 -2.63232
H71 -1.66455 8.06277 -2.37252
H72 -2.02185 4.24714 -6.41028
H73 -0.26645 4.71300 -1.55544
C39 -2.25588 -2.87030 6.79637
H74 -3.04163 -0.58567 2.81273
H75 -4.42930 3.10383 -4.57964
C40 3.59144 2.32659 5.54199
H76 -4.47301 6.76787 -2.68957
H77 5.40927 -5.03649 -4.96673
C41 -0.55494 -1.34592 -6.58556
H78 -2.82702 -3.56416 -3.44491
H79 5.13821 -2.55032 -4.55031
H80 -0.75907 -0.28056 -6.69246
H81 -3.26257 1.09924 0.84597
H82 0.46653 0.60103 0.00202
H83 -3.52967 3.52377 -3.15435
O4 -2.51080 -2.18692 -0.53037
H84 4.59269 2.37191 5.97040
H85 -1.12345 3.77615 -2.71833
H86 1.99794 -4.62310 -5.26192
H87 3.31605 -4.76167 0.00290
H88 0.12571 -1.71939 -7.35064
H89 -0.19325 -3.19953 1.01701
H90 3.10619 -3.53698 -5.86529
H91 2.72707 -1.25498 7.59254
H92 -0.58430 7.05373 -1.40676
H93 4.21705 3.04330 2.39171
N6 -2.98257 5.89673 -3.46010
C42 1.74393 5.63644 3.62439
C43 -1.56318 7.09336 -1.88460
H94 1.27516 3.12957 4.62088
H95 1.53913 -5.02265 0.00522
H96 1.93766 2.17500 3.43174
C44 -1.65996 0.03625 -0.38106
C45 2.88159 6.96037 5.32412
H97 -0.72332 1.90063 0.00544
H98 -0.79658 -5.17969 -3.84854
H99 -4.42208 6.43333 -5.89546
H100 -5.38137 5.36401 -4.87461
H101 -3.90117 -6.11967 -6.06056
C46 3.63971 -4.10396 -3.90241
H102 -2.12107 6.04537 -6.32677
H103 3.02388 2.57168 6.43971
H104 -0.67039 -4.32570 4.87499
C47 4.23849 -1.95090 -2.77757
C48 2.59383 -3.77198 -4.93236
H105 -3.34962 -2.92138 -7.98600
H106 0.42554 6.24877 -3.43737
O5 0.40982 -1.91944 5.37160
H107 5.19185 -1.49073 -2.51787
C49 -2.55721 -2.18751 -7.83895
H108 -0.86674 0.13500 6.83772
H109 0.48256 -3.44465 -1.99762
C50 -1.21609 4.66051 -2.08791
C51 -0.68663 -4.59713 5.93053
C52 1.84200 -0.62852 7.48165
H110 -1.47340 -4.74882 8.43178
O6 4.96976 4.87555 5.55758
H111 1.53175 6.47394 2.95982
H112 1.36316 -2.00999 5.30419
C53 -2.81126 -1.55634 2.37361
H113 2.16469 6.64675 6.08293
H114 -1.01953 7.04639 -4.29061
C54 -0.85728 -3.39961 6.89637

***

2.
Here is C54H116BF4N6O2 as an isolated structure at a distorted geometry from the OMol25 dataset. Energies are from ωB97M-V/def2-TZVPD.

Results
- HOMO: -19.959 eV
- Charge: +5
- LUMO: -14.507 eV

Atoms and positions in Å:
H1 2.69285 -0.22805 -1.73876
H2 2.75583 -4.48010 -1.32519
C1 -4.18143 -4.60126 -3.33024
C2 -1.59537 -2.16411 -0.80143
H3 2.00343 -1.10059 2.22097
H4 -2.12093 0.40667 -3.29940
F1 -0.19799 2.10337 -0.01759
H5 1.07562 1.45901 -1.30266
C3 4.30402 4.41725 1.01322
H6 3.54789 -5.30984 1.57429
H7 3.66874 3.30997 2.73147
H8 -0.12865 4.75748 1.24857
C4 2.86310 -0.66812 -0.75618
H9 -2.30128 2.82669 -1.59316
H10 -3.81219 1.11595 -0.74846
H11 -6.61189 4.76880 -3.41504
H12 1.12005 -3.01621 -0.94578
H13 5.33542 5.74974 2.61803
H14 2.28802 -1.02263 -3.98842
H15 -4.05450 -5.68240 -3.27441
H16 -0.76308 -0.90724 -4.39813
H17 1.09621 1.17777 1.91781
N1 3.03562 -2.95339 0.06572
C5 -1.68057 -3.71226 1.78310
C6 -1.49426 -3.69258 -0.62608
C7 3.16207 3.76406 1.87989
H18 0.64463 3.76798 3.22365
C8 2.29513 -1.14198 3.27039
C9 -4.61073 -4.56576 -0.74798
H19 -3.48328 -2.49509 1.08899
H20 4.09985 1.43862 0.79470
C10 3.32316 -4.37543 -0.40038
C11 -3.73491 1.38837 0.30412
H21 -0.92421 -1.42143 4.52806
N2 2.30623 2.72723 1.10962
H22 2.38461 0.95028 6.80382
C12 -4.26741 3.86082 0.14604
C13 2.85000 1.87237 -4.38474
C14 1.46564 1.61878 -4.95095
C15 -6.27919 4.71482 -1.20569
H23 -2.10723 -5.44637 -1.78200
H24 -0.85126 3.30269 0.68052
H25 1.30419 -1.96066 -5.04132
H26 -2.04803 -0.03149 0.69110
C16 -7.14651 4.69377 -2.46813
H27 2.61436 0.83825 0.06426
H28 0.20061 -2.66306 3.91450
C17 6.26057 6.05051 0.74980
F2 -0.72805 -0.06325 -0.17279
H29 1.95933 -5.51090 0.87777
C18 1.04836 0.47242 -1.76527
H30 -6.87028 4.26330 -0.40892
C19 1.48898 2.11106 2.32129
H31 -1.58103 3.88709 -0.31070
H32 6.60697 7.07541 0.88280
H33 -7.90935 5.47230 -2.47660
H34 -1.06240 -1.53488 -0.08861
H35 -2.56540 -4.11020 1.28629
C20 -3.71343 -3.96087 -1.96074
C21 -1.40630 0.63405 -2.50838
O1 -4.95682 -1.96050 -2.40140
H36 1.71004 4.24282 -0.25090
C22 -0.14649 -1.63671 3.79531
H37 0.97519 3.66545 -5.56003
C23 1.27085 3.35412 0.20235
H38 4.99462 3.59735 0.81595
H39 2.57368 1.92773 4.24900
C24 1.40028 -0.96088 -4.61787
H40 2.83292 2.73557 -3.71939
H41 -0.99377 -0.34602 2.33190
C25 -2.32763 1.44404 2.23698
C26 -5.02824 3.83784 -1.25763
H42 2.11877 0.07242 -6.39219
C27 3.37803 -7.94884 1.06267
H43 -4.87981 3.88374 1.04744
H44 -3.64309 -4.31777 -4.23464
C28 -0.69662 -1.39458 2.34996
H45 2.12503 1.93811 3.18941
H46 2.07158 0.30846 -2.10324
H47 1.30984 -0.65747 0.91876
H48 1.79686 2.84873 -6.72054
H49 2.89389 -3.43586 2.17264
H50 4.35894 -6.73883 -0.54795
H51 -0.84188 -3.76289 1.08875
F3 -0.16592 0.79364 1.78985
H52 0.87124 1.05528 2.87170
C29 -2.21033 -4.36449 -1.86567
H53 0.06132 2.41788 -6.39624
H54 0.02253 -1.51096 1.53916
N3 1.08529 -0.70843 4.11003
H55 3.35551 0.35839 5.58842
C30 3.39594 -6.79754 -0.04071
H56 -3.80154 0.28132 -1.44547
H57 -2.18738 0.34964 -0.76349
H58 -4.34705 -5.60839 -0.57052
C31 0.31985 3.03614 2.48404
H59 -1.55108 -0.01133 -1.64199
H60 2.52647 -8.56966 0.78423
H61 1.19386 -2.94601 0.92355
H62 4.69339 -2.04843 -0.75145
C32 4.97656 5.68692 1.59072
H63 0.43900 0.06437 -6.19760
H64 6.04172 6.06330 -0.31794
H65 -4.85363 -1.41163 0.50162
H66 7.06884 5.37728 1.03540
C33 -1.94438 -2.19830 2.03126
H67 -5.69468 -4.61166 -0.85312
H68 -0.41088 -3.79163 -0.69362
H69 3.48355 2.31972 -0.56450
C34 1.03422 2.65563 -5.96608
H70 -1.30205 2.05033 -0.34129
H71 0.75162 -0.26428 -1.01874
C35 2.30286 0.55579 5.79101
H72 4.36021 -4.46322 -0.72431
C36 -2.72184 2.85220 1.85084
H73 -1.58104 -4.23068 -2.74554
C37 0.74325 0.83028 3.93052
H74 -0.63877 2.61072 2.78096
H75 -5.25379 2.80668 -1.52958
H76 3.21656 1.04126 -3.78226
C38 1.35544 0.21815 -5.62787
C39 1.70485 1.61667 4.82906
H77 1.79963 -1.60636 6.05217
C40 3.62107 -2.01868 -0.94471
H78 -4.77020 1.43508 0.64190
H79 -2.75463 1.20130 3.21003
H80 3.56518 1.98861 -5.19906
H81 -0.32106 0.76283 4.15595
H82 -3.47923 3.19747 2.55457
C41 0.06519 3.69213 1.12384
H83 4.22395 -8.61673 0.90003
H84 -1.70305 1.62732 -2.17157
C42 -2.91308 0.47664 1.11722
H85 -2.29921 -1.72995 1.11320
C43 0.01669 0.45464 -2.96602
H86 -4.47313 -4.07849 0.21729
H87 -1.88397 3.54913 1.86999
H88 4.53521 -3.16868 1.69952
H89 2.63799 -6.96173 -0.80664
H90 0.14606 -1.68579 -3.04836
C44 3.17380 1.74188 0.30628
H91 -4.30212 4.08849 -2.03094
N4 0.42524 1.64369 -3.83426
H92 3.36056 -2.37050 -1.94293
H93 2.90073 -0.25508 3.45693
H94 -3.42987 -0.37750 1.55480
H95 3.34221 -1.74603 1.84841
H96 -3.70288 4.79240 0.18555
N5 -3.17892 2.77804 0.41840
H97 -1.82252 -4.05693 0.34735
C45 1.37758 -0.69654 5.62534
H98 0.61199 -0.57064 -0.48588
H99 -3.53284 -0.72499 1.10397
C46 1.51442 -1.03162 -0.08436
H100 4.25996 6.50825 1.58715
H101 3.33066 0.10821 -0.15054
H102 1.20683 2.45110 5.32283
C47 3.52404 -2.78356 1.56806
F4 1.41849 0.63379 0.17616
H103 -1.50275 -4.27716 2.69819
H104 2.74149 -2.10810 3.50587
N6 -3.79351 -2.45135 -1.98582
H105 3.91566 4.58145 0.00808
H106 2.39096 4.44690 2.23659
H107 -2.74378 -2.06333 2.75986
H108 -1.10098 -1.91963 -1.74159
H109 0.90255 2.58560 -0.47722
C48 -3.78259 -1.61288 0.52311
C49 3.02161 -5.48153 0.63531
C50 -3.06811 -1.62923 -0.89604
C51 0.11421 -0.85508 -3.75335
O2 0.20126 2.97767 -3.37572
C52 -1.95526 2.89461 -0.56177
H110 3.23706 -7.60965 2.08891
H111 0.40701 -0.59268 6.11042
H112 -5.92048 5.68743 -0.86884
C53 -2.83053 -0.21387 -1.43945
H113 -7.65089 3.73443 -2.58366
H114 -5.24117 -4.51411 -3.56998
H115 -2.43122 -0.21587 -2.45367
H116 -1.26662 1.28819 2.43212
B1 0.11659 0.89754 0.45206
C54 1.54253 -2.57823 -0.04147